[1]
129
Properties=species:S:1:pos:R:3:forces:R:3:mulliken_charge:R:1 method="wB97M-V/def2-TZVPD" multiplicity=1 lumo_energy_ev=0.48 total_charge=0 e_tot_ev=-226810.270
C 2.81308 -1.39324 0.94580 -0.083 0.163 -0.262 -0.96
C 2.73145 -0.87106 -0.27166 -0.111 -0.227 0.075 -0.85
C 2.73990 0.57389 -0.59072 0.045 0.004 0.003 0.00
C 3.81435 1.12524 -1.28088 -0.078 -0.170 -0.059 -1.03
C 3.83229 2.46901 -1.59532 0.131 0.119 -0.027 -0.76
C 2.77876 3.30494 -1.25637 -0.169 0.044 -0.013 1.27
P 2.75719 5.10007 -1.63305 0.350 -0.031 0.089 0.02
C 2.15085 5.00681 -3.35643 -0.267 0.199 0.139 -0.63
O 4.36607 5.36291 -1.90065 0.024 0.241 -0.029 -0.53
C 1.69980 2.74839 -0.58141 0.010 0.042 -0.039 0.73
C 1.68772 1.40861 -0.23602 0.148 -0.386 0.119 -1.19
N 0.55648 0.90071 0.48669 0.121 0.724 0.253 2.93
C 0.55246 1.24977 1.86500 -0.039 -0.320 0.082 0.26
C -0.63741 1.17855 2.59794 -0.202 0.060 0.054 -0.68
C -0.61099 1.51542 3.93467 0.242 0.108 -0.119 -0.87
C 0.59821 1.89420 4.51281 0.158 -0.020 -0.081 -0.46
C 1.73062 1.88832 3.71398 -0.441 -0.088 -0.046 -0.71
N 1.71280 1.57171 2.41532 0.124 0.000 0.039 -0.32
C -0.66124 1.21556 -0.20072 -0.032 -0.298 -0.071 -0.68
C -1.50278 0.18445 -0.58777 -0.011 -0.130 0.013 -1.67
N -1.08828 -1.16032 -0.40548 -0.013 -0.136 -0.162 0.08
C -1.42751 -1.77528 0.88308 0.329 -0.158 -0.170 0.11
C -1.13004 -3.26284 0.82721 0.124 0.068 0.166 -1.39
C -2.72377 0.48283 -1.19075 -0.031 -0.144 0.185 1.55
C -3.62042 -0.66380 -1.58380 -0.257 0.122 -0.094 -1.98
C -3.60016 -1.06346 -3.08522 0.100 -0.281 0.236 0.93
C -3.87179 -2.57218 -3.22520 -0.109 0.030 0.113 -1.58
C -2.27816 -0.70387 -3.75250 -0.240 -0.042 -0.225 -1.51
C -3.07259 1.81515 -1.43462 -0.039 -0.100 0.035 1.57
C -4.41992 2.09812 -2.04299 -0.080 0.082 -0.093 -1.42
C -5.65901 1.92233 -1.12064 0.008 -0.255 -0.108 0.69
C -5.33397 1.86364 0.36472 0.024 0.071 0.110 -1.19
C -6.70553 2.98275 -1.43695 0.010 0.106 0.008 -1.63
C -2.16669 2.84223 -1.15400 0.042 0.157 0.177 0.61
C -2.35541 4.28156 -1.55210 0.125 -0.105 -0.312 -1.89
Br -3.85922 5.15203 -0.65450 -0.043 0.221 0.174 -0.04
C -2.47364 4.62028 -3.04631 -0.158 0.369 0.221 0.48
C -2.14493 6.09109 -3.32745 -0.144 0.043 -0.067 -1.37
Br -1.30538 3.45446 -4.08278 0.015 -0.183 -0.094 -0.17
C -0.96033 2.52434 -0.52030 0.053 0.210 -0.065 0.41
S 0.28963 3.72933 -0.14250 -0.030 0.078 0.021 -0.65
H 2.80564 -2.46706 1.07435 0.014 -0.030 0.114 0.36
H 2.88360 -0.75162 1.81393 0.024 -0.041 0.098 0.28
H 2.64395 -1.53866 -1.12547 0.111 -0.027 -0.041 0.48
H 4.63466 0.48672 -1.57964 0.046 -0.034 -0.045 0.50
H 4.68799 2.87156 -2.12028 0.068 0.013 0.021 0.25
H 1.81373 6.00419 -3.63505 -0.069 -0.003 -0.190 0.36
H 1.30732 4.31708 -3.39216 -0.013 0.083 -0.101 -0.11
H 2.91664 4.68611 -4.06388 0.064 -0.169 0.030 0.41
H 4.66681 4.98349 -2.73389 0.096 -0.011 0.017 0.33
H -1.55959 0.87672 2.12041 0.008 0.071 0.013 0.49
H -1.52032 1.49115 4.51916 -0.045 0.001 0.032 0.50
H 0.66961 2.18086 5.55180 -0.034 -0.012 0.041 0.47
H 2.69243 2.15267 4.13412 0.090 0.013 -0.060 0.48
H -0.07715 -1.18203 -0.48465 0.042 -0.015 0.049 0.19
H -0.81282 -1.34037 1.68038 -0.235 0.127 0.089 0.01
H -2.47933 -1.59158 1.10033 -0.083 0.077 0.047 0.37
H -0.06091 -3.40231 0.65750 0.030 -0.073 -0.143 0.28
H -1.68263 -3.74904 0.02726 -0.049 -0.059 -0.038 0.37
H -1.35207 -3.73696 1.78391 -0.121 -0.087 -0.171 0.44
H -4.64703 -0.42057 -1.31184 -0.050 -0.081 0.036 0.16
H -3.35502 -1.53792 -0.99810 0.143 -0.041 0.017 0.64
H -4.42328 -0.55929 -3.59310 0.071 0.244 -0.036 0.43
H -2.94230 -3.11776 -3.38538 0.046 -0.052 -0.009 0.34
H -4.33176 -2.98302 -2.32587 -0.086 0.014 0.031 0.39
H -4.54980 -2.78795 -4.04932 0.089 -0.033 -0.147 0.37
H -2.31248 -0.96947 -4.81003 0.057 -0.049 -0.048 0.53
H -1.47278 -1.26698 -3.28072 0.108 0.053 0.037 0.26
H -2.05965 0.35970 -3.68479 0.059 0.081 0.010 0.13
H -4.45240 3.11008 -2.42835 0.038 0.038 -0.016 0.15
H -4.54222 1.44085 -2.90429 -0.033 0.071 -0.101 0.30
H -6.11310 0.96506 -1.38860 -0.052 -0.052 0.049 0.39
H -6.25083 1.94893 0.94775 -0.049 -0.035 0.060 0.54
H -4.66461 2.66874 0.67254 -0.053 0.029 -0.033 0.16
H -4.85504 0.92096 0.62725 0.056 -0.048 0.047 0.16
H -6.42719 3.95675 -1.03231 0.021 -0.037 -0.012 0.26
H -7.67098 2.70550 -1.01618 -0.078 0.006 0.019 0.45
H -6.81902 3.09334 -2.51574 -0.100 -0.001 -0.064 0.40
H -1.50698 4.84052 -1.18123 0.051 0.056 0.004 0.59
H -3.47711 4.42500 -3.40083 0.030 -0.283 -0.139 0.38
H -1.43490 6.19096 -4.14204 0.100 0.005 0.012 0.40
H -1.75111 6.58553 -2.44199 0.131 0.007 0.022 0.35
H -3.04575 6.62521 -3.62358 -0.061 0.032 0.053 0.36
C 5.30209 -2.54889 -7.49976 0.078 -0.036 -0.039 -0.77
O 6.03930 -2.62238 -6.30171 -0.186 0.039 0.147 -0.30
C 6.54799 -1.37428 -5.86801 0.100 -0.063 -0.121 -0.61
C 6.52725 -1.25720 -4.36226 0.125 0.017 0.046 -0.44
O 5.23747 -1.06503 -3.80847 -0.036 0.096 0.043 -0.31
C 4.37088 -2.18329 -3.72058 -0.107 -0.033 -0.041 -0.50
C 4.73884 -3.17196 -2.63914 -0.037 -0.155 0.084 -0.49
O 5.83854 -3.97898 -3.01580 0.137 0.241 -0.066 -0.33
C 6.63181 -4.38454 -1.92457 -0.045 -0.088 -0.020 -0.76
H 5.94214 -2.30518 -8.35565 -0.014 0.025 -0.004 0.33
H 4.85271 -3.52639 -7.66475 0.028 -0.012 -0.012 0.23
H 4.50380 -1.80106 -7.43154 0.006 0.010 -0.004 0.34
H 5.96694 -0.55109 -6.29920 -0.033 -0.003 0.013 0.36
H 7.58871 -1.27372 -6.20529 -0.015 0.088 -0.032 0.40
H 7.07773 -0.34838 -4.10674 0.021 -0.015 0.020 0.40
H 7.04264 -2.10244 -3.90100 -0.077 -0.076 -0.071 0.19
H 4.25893 -2.68697 -4.68314 0.111 -0.038 0.018 0.20
H 3.40164 -1.75576 -3.45076 -0.014 -0.007 -0.031 0.47
H 3.87230 -3.82122 -2.44697 -0.045 0.076 0.076 0.45
H 4.96337 -2.61775 -1.71916 0.018 -0.007 0.010 0.29
H 6.96062 -3.52409 -1.33028 -0.010 -0.007 0.010 0.33
H 7.50761 -4.88803 -2.32950 -0.015 -0.025 -0.001 0.25
H 6.09431 -5.08092 -1.27034 -0.001 0.023 0.026 0.33
C -1.77654 -2.69889 4.29919 0.174 -0.018 -0.004 -0.63
O -1.08534 -2.77778 5.52368 -0.240 0.098 0.156 -0.45
C -0.40262 -1.58078 5.85939 0.131 -0.173 -0.106 0.05
C -0.43890 -1.30804 7.34380 0.125 -0.013 0.045 -0.58
O -1.69581 -0.86367 7.82325 -0.022 0.101 0.025 -0.45
C -2.72914 -1.81880 7.98662 -0.104 -0.006 -0.057 -0.32
C -2.55240 -2.74168 9.16942 -0.052 -0.143 0.041 -0.59
O -1.58156 -3.73823 8.90810 0.155 0.181 -0.051 -0.28
C -0.90498 -4.17614 10.06289 -0.063 -0.081 -0.020 -0.77
H -1.08558 -2.62228 3.45060 -0.058 0.053 0.188 0.10
H -2.36482 -3.60942 4.19508 0.026 -0.032 -0.007 0.47
H -2.45501 -1.83704 4.27632 0.002 0.018 -0.005 0.27
H -0.83913 -0.72919 5.33130 -0.039 0.000 -0.018 -0.17
H 0.64705 -1.67330 5.54774 0.004 0.119 -0.034 0.42
H 0.24010 -0.47179 7.52887 0.017 -0.014 0.014 0.47
H -0.07088 -2.16809 7.90750 -0.093 -0.069 -0.061 0.18
H -2.89420 -2.39520 7.07337 0.096 -0.063 0.030 0.11
H -3.62486 -1.22336 8.17671 -0.015 -0.007 -0.023 0.40
H -3.51759 -3.22412 9.37766 -0.014 0.050 0.076 0.41
H -2.26849 -2.14927 10.04733 0.023 0.018 -0.005 0.35
H -0.46484 -3.33401 10.60951 -0.010 -0.004 0.010 0.34
H -0.10622 -4.84053 9.73867 -0.018 -0.023 0.001 0.23
H -1.57062 -4.72658 10.73807 0.002 0.024 0.026 0.33


[2]
135
Properties=species:S:1:pos:R:3:forces:R:3:mulliken_charge:R:1 method="wB97M-V/def2-TZVPD" multiplicity=1 relative_energy_kj_mol=366.2 lumo_energy_ev=-0.02 total_charge=0 e_tot_ev=-132682.985
C 0.94673 -3.57400 -3.24780 -0.031 0.136 -0.182 -1.22
C -0.01663 -4.62564 -2.71395 -0.844 1.360 -0.806 0.31
O 0.70986 -5.74893 -2.26371 -0.571 -1.672 2.174 -0.38
S -0.02205 -6.63636 -1.02931 0.242 0.438 -0.131 0.99
C -1.45368 -7.30618 -2.01052 0.758 0.580 0.765 -0.88
O 0.95656 -7.69654 -0.73246 -2.070 2.350 -0.220 -0.62
O -0.58366 -5.69213 -0.00006 1.661 -2.530 -2.434 -0.40
H 1.28500 -3.82212 -4.25384 0.341 -0.369 0.173 0.43
H 1.79296 -3.45047 -2.57197 0.070 -0.055 -0.076 0.24
H 0.48881 -2.59528 -3.39101 -0.320 -0.161 0.336 0.27
H -0.69526 -4.23984 -1.95321 0.434 0.189 0.415 0.03
H -0.69371 -4.90540 -3.52103 0.059 -0.360 -0.257 0.26
H -2.01180 -8.05320 -1.44611 0.232 0.177 0.207 0.37
H -1.09107 -7.73750 -2.94357 0.180 0.176 0.174 0.35
H -2.05910 -6.41423 -2.17172 -0.102 -0.205 -0.141 0.26
C 4.77429 3.19875 3.37255 0.628 -0.349 0.629 -1.05
C 4.96730 1.66768 3.31545 0.277 1.046 0.343 -0.49
O 3.94303 1.01807 2.54829 -2.032 -1.285 0.656 -0.24
S 2.73717 0.32643 3.49405 0.466 -2.148 -0.568 1.30
C 3.73187 -1.06724 4.32215 -0.927 0.699 -0.461 -1.26
O 2.41244 1.29076 4.54351 -0.215 -1.304 -1.833 -0.68
O 1.76012 -0.38041 2.57460 2.788 2.908 2.689 -0.31
H 3.76554 3.52991 3.61925 -0.150 -0.326 -0.554 0.20
H 5.21244 3.69379 2.50592 -0.509 -0.066 -0.187 0.33
H 5.34165 3.58394 4.21980 0.326 -0.142 0.112 0.40
H 5.91841 1.41193 2.84845 -0.131 0.060 -0.335 0.43
H 5.04868 1.23583 4.31294 -0.363 0.070 0.105 0.33
H 3.09668 -1.94503 4.44100 -0.358 0.295 -0.198 0.25
H 4.00997 -0.74017 5.32404 0.228 0.175 -0.294 0.44
H 4.55922 -1.34356 3.66852 0.030 0.317 0.137 0.37
C -1.68463 -6.15343 4.75695 0.648 0.867 0.008 -1.06
C -1.08083 -4.76011 5.06507 0.067 -0.348 0.583 -0.26
O -1.62173 -3.75717 4.17743 0.431 1.277 -1.130 -0.23
S -0.61067 -2.53211 3.61058 0.623 -1.315 1.661 0.90
C 0.58656 -3.62837 2.65748 -0.993 0.945 0.531 -1.06
O -1.36478 -1.68929 2.68443 1.058 -1.532 1.649 -0.16
O 0.03496 -2.02908 4.84282 -0.967 -0.404 -2.625 -0.71
H -1.26832 -6.48808 3.80679 -0.313 -0.225 -0.040 0.24
H -2.77451 -6.16871 4.75082 0.068 0.332 -0.233 0.23
H -1.39746 -6.85121 5.54354 0.264 0.036 -0.017 0.40
H -1.23670 -4.49943 6.11190 -0.624 0.369 -0.070 0.33
H 0.00855 -4.75019 5.02963 0.062 -0.311 -0.467 0.31
H 1.21746 -3.00567 2.02319 -0.180 0.070 0.118 0.33
H -0.06108 -4.28758 2.07947 0.163 0.057 -0.113 0.39
H 1.19586 -4.19062 3.36510 -0.169 0.168 -0.002 0.46
C -2.58998 1.84250 -0.25596 0.640 0.509 -0.235 -1.55
C -1.36760 0.97391 0.10277 -1.617 0.849 0.297 2.41
O -0.41479 1.09804 -0.96551 1.113 -2.026 -1.684 0.18
S 0.25011 -0.30647 -1.61433 0.527 0.985 1.648 0.17
C 1.37212 -0.75830 -0.15477 -1.224 0.007 -2.161 -0.34
O -0.80549 -1.31761 -1.66424 1.242 1.154 -0.605 -0.42
O 1.07595 0.08338 -2.77873 -2.128 -0.690 2.275 -0.17
H -3.31967 1.88283 0.55276 0.003 -0.335 -0.036 0.39
H -3.05591 1.52695 -1.18946 -0.132 -0.417 0.184 0.40
H -2.28156 2.87215 -0.43710 0.148 -0.062 0.086 -0.03
H -0.89685 1.34691 1.01237 0.120 -0.084 -0.042 -0.44
H -1.78074 -0.01709 0.29077 0.685 -0.333 -0.327 -1.07
H 0.72626 -1.25447 0.56964 -0.007 0.542 0.050 -0.21
H 1.83215 0.18283 0.14647 0.012 -0.412 0.127 0.10
H 2.04206 -1.50897 -0.57402 0.306 0.260 0.068 0.65
C -4.79323 -4.32960 2.98548 0.222 0.916 -1.779 -0.79
C -5.62291 -3.71267 1.78307 -1.199 -1.459 2.415 -0.48
O -5.13929 -2.40236 1.56394 0.012 1.147 -1.524 -0.26
S -5.06231 -1.81590 0.02902 0.311 0.697 -0.820 1.12
C -3.36900 -2.44429 -0.33049 -1.290 -0.408 0.008 -0.79
O -6.04309 -2.47355 -0.85511 1.757 0.887 1.884 -0.64
O -5.04067 -0.35082 0.10399 -0.145 -2.632 0.275 -0.54
H -5.07332 -5.32067 3.34246 -0.276 -0.001 -0.501 0.42
H -4.81883 -3.65803 3.84365 0.022 0.134 -0.192 0.26
H -3.78859 -4.33944 2.56275 0.346 -0.283 0.637 0.09
H -5.73032 -4.34098 0.89889 0.704 0.145 -0.166 0.40
H -6.64174 -3.63851 2.16333 -0.248 0.302 -0.218 0.32
H -2.62564 -2.04050 0.35687 -0.294 0.246 -0.136 -0.17
H -3.12502 -2.33437 -1.38713 -0.058 0.372 0.199 0.51
H -3.48824 -3.50779 -0.12347 0.148 -0.124 -0.016 0.42
C -0.07607 4.50164 -0.15398 -2.143 0.702 0.920 0.03
C -1.02408 4.54356 0.91612 0.958 -0.151 0.318 -0.84
C -0.69871 4.00160 2.16613 0.528 0.052 -0.980 -0.52
C 0.48356 3.28575 2.23545 0.129 0.136 0.748 -0.65
C 1.35070 3.20496 1.16827 0.351 -1.418 0.852 0.06
C 1.11918 3.84681 -0.00768 0.075 0.616 -0.615 -0.82
H -0.40319 5.00185 -1.05353 0.340 -0.020 -0.286 0.46
H -1.99847 5.00072 0.82679 0.055 0.279 -0.420 0.32
H -1.27021 4.09221 3.07804 -0.481 0.073 -0.229 0.46
H 0.75464 2.84087 3.18149 0.028 -0.284 0.051 0.51
H 2.15087 2.48168 1.22293 0.568 0.312 0.206 0.45
H 1.91225 3.86699 -0.74050 -0.243 -0.126 -0.433 0.50
C -0.86058 1.19292 5.13015 1.729 1.485 2.359 0.50
C -1.98716 1.24845 4.38247 -0.197 -1.077 -0.916 0.20
C -3.16688 1.76962 4.88492 -0.190 -0.381 0.048 -0.91
C -3.15090 2.28924 6.16314 -0.942 0.337 -0.043 -0.38
C -2.02122 2.27108 6.92825 2.164 1.091 0.143 -0.53
C -0.80067 1.86066 6.38587 -1.128 -1.864 -0.651 -0.98
H 0.03037 0.66431 4.82491 -0.097 0.121 -0.405 0.24
H -1.83976 0.72526 3.44922 -0.927 0.059 -0.409 0.28
H -4.11182 1.61132 4.38648 0.023 0.420 -0.380 0.44
H -4.00572 2.78797 6.59553 -0.422 -0.316 -0.101 0.37
H -2.01185 2.74998 7.89622 -0.168 -0.068 0.209 0.34
H 0.10795 1.80032 6.96653 0.040 0.233 0.096 0.40
C 5.62844 -0.31549 -3.26507 -0.764 2.258 -0.683 -0.84
C 6.66729 0.61526 -3.33952 0.390 0.238 1.601 -0.44
C 6.49298 1.97451 -2.95243 -0.159 -1.725 -0.922 -0.43
C 5.20423 2.43423 -2.74375 0.945 0.955 -0.017 -0.56
C 4.13770 1.58273 -2.74536 -0.531 -1.971 0.229 -0.12
C 4.34121 0.21947 -3.02418 0.816 -0.711 0.031 -0.01
H 5.80185 -1.35281 -3.51059 -0.133 -0.050 0.072 0.40
H 7.65845 0.20909 -3.47747 0.272 0.246 -0.197 0.34
H 7.33941 2.63055 -2.81253 0.068 0.041 -0.347 0.40
H 5.07927 3.50138 -2.63429 -0.221 0.092 0.477 0.39
H 3.16905 1.86876 -2.36286 -0.255 0.311 -0.547 0.37
H 3.54050 -0.50336 -3.07684 -0.463 0.303 0.307 0.53
C 0.90699 3.10008 -8.16399 -0.616 0.643 -0.263 -0.23
C 0.14323 3.12202 -7.00258 0.651 -0.316 0.550 -0.59
C 0.59816 2.40903 -5.89457 -0.297 -0.247 0.549 0.02
C 1.76040 1.67472 -5.93288 1.239 -0.081 -2.347 -0.52
C 2.46837 1.61631 -7.16593 -0.173 0.433 -0.026 -0.44
C 2.05533 2.34476 -8.30963 -0.167 -0.347 1.852 -0.69
H 0.62648 3.74899 -8.98046 -0.227 -0.005 -0.177 0.33
H -0.73724 3.73519 -6.87934 -0.091 0.036 -0.287 0.43
H 0.07091 2.37650 -4.95258 -0.362 0.344 -0.023 0.49
H 2.21076 1.15882 -5.09776 -0.394 -0.023 0.229 0.45
H 3.37935 1.03640 -7.18130 0.140 -0.058 -0.149 0.37
H 2.58558 2.44791 -9.24482 0.326 -0.464 0.116 0.38
C -2.10087 4.11705 -3.50803 -2.244 -0.991 0.081 0.13
C -1.06037 4.78395 -4.07710 0.283 2.365 -0.157 -0.48
C -1.32377 5.94773 -4.84290 -0.256 -0.641 0.609 -0.78
C -2.64051 6.29893 -5.05594 -0.722 0.632 -0.514 -0.36
C -3.72161 5.57631 -4.58154 0.538 -1.763 1.386 -0.46
C -3.47100 4.46845 -3.74235 1.249 0.857 -1.131 -0.54
H -1.88512 3.22720 -2.93531 -0.027 -0.014 0.349 0.25
H -0.05108 4.62856 -3.72555 0.172 -0.510 -0.378 0.63
H -0.53377 6.59130 -5.20081 0.135 -0.108 -0.048 0.43
H -2.96877 7.19033 -5.56980 0.694 0.274 -0.404 0.34
H -4.73648 5.84509 -4.83488 -0.020 0.176 0.069 0.40
H -4.31650 3.92174 -3.35166 0.219 -0.261 0.219 0.42


Largest force on an atom, respectively: 0.78, 4.84 eV/Å.